Record 1
A molecular structure, C61H69CaIN9O3Se, computed with ωB97M-V/def2-TZVPD.

- lowest unoccupied orbital energy (eV) = 2.09
- relative energy (zero: lowest compared OMol25 entry of this formula, charge and spin) (kJ/mol) = 103.40
- HOMO (eV) = -3.69
- net charge = -1
- gap between HOMO and LUMO (eV) = 5.79

Element x y z (Å)
Ca 0.090 0.229 1.682
N -0.105 5.727 2.693
C 0.836 5.016 3.437
C 1.579 5.704 4.408
C 2.451 4.978 5.194
C 2.560 3.600 5.008
C 1.774 3.039 4.019
N 0.940 3.726 3.242
C -0.981 5.280 1.708
C -2.083 6.090 1.390
C -2.980 5.635 0.451
C -2.778 4.390 -0.141
C -1.652 3.685 0.233
N -0.753 4.118 1.123
H -0.282 6.659 3.022
H 1.446 6.770 4.554
H 3.033 5.480 5.959
H 3.229 2.988 5.599
H 1.785 1.980 3.814
H -2.233 7.039 1.893
H -3.846 6.235 0.195
H -3.474 3.978 -0.859
H -1.449 2.703 -0.190
C -1.437 0.330 -3.695
C -0.599 1.079 -4.496
C 0.409 1.829 -3.902
C 0.543 1.788 -2.523
N -0.255 1.058 -1.753
C -1.232 0.350 -2.321
C 1.590 2.592 -1.787
C 2.343 3.574 -2.411
C 3.234 4.316 -1.649
C 3.345 4.052 -0.298
C 2.568 3.034 0.237
N 1.714 2.317 -0.496
H -2.243 -0.263 -4.112
H -0.723 1.091 -5.572
H 1.075 2.423 -4.513
H -1.875 -0.220 -1.655
H 2.233 3.777 -3.468
H 3.824 5.097 -2.111
H 4.011 4.619 0.339
H 2.624 2.776 1.287
I -2.548 -4.067 3.693
C -1.645 -2.212 2.998
H -0.583 -2.423 3.103
H -1.951 -1.486 3.745
C -3.756 2.370 4.575
C -2.628 1.868 5.213
C -1.546 1.408 4.455
C -1.507 1.404 3.045
C -2.687 1.922 2.462
C -3.778 2.400 3.181
H -4.604 2.727 5.150
H -2.594 1.830 6.298
H -0.689 1.024 5.009
H -2.774 1.949 1.370
H -4.657 2.779 2.664
C 7.486 -2.685 -2.284
C 6.772 -1.422 -1.859
C 6.861 -0.285 -2.656
C 6.187 0.876 -2.304
C 5.458 0.918 -1.129
C 5.369 -0.208 -0.311
N 4.557 -0.122 0.832
C 4.869 -0.566 2.113
C 6.174 -0.882 2.500
C 6.437 -1.337 3.784
C 5.411 -1.487 4.712
C 4.118 -1.162 4.328
C 3.840 -0.697 3.050
C 2.446 -0.309 2.699
O 1.466 -0.804 3.308
O 2.308 0.567 1.771
C 5.996 -1.406 -0.690
C 5.788 -2.678 0.095
H 8.227 -2.465 -3.053
H 6.788 -3.421 -2.698
H 7.996 -3.166 -1.447
H 7.459 -0.315 -3.560
H 6.245 1.754 -2.935
H 4.935 1.822 -0.828
H 3.656 0.332 0.761
H 6.980 -0.757 1.787
H 7.458 -1.577 4.061
H 5.616 -1.840 5.715
H 3.286 -1.265 5.013
H 6.563 -2.839 0.851
H 5.789 -3.544 -0.569
H 4.833 -2.651 0.622
C -3.682 -4.817 -0.124
C -2.325 -4.924 -0.824
C -2.348 -4.669 -2.336
C -2.489 -3.207 -2.731
N -3.754 -2.583 -2.343
C -3.776 -1.531 -1.469
Se -2.186 -1.692 1.184
N -5.096 -1.333 -1.239
C -5.556 -0.307 -0.303
C -6.198 0.901 -0.970
C -5.270 1.657 -1.931
C -5.204 1.081 -3.348
C -5.905 -2.213 -1.954
C -7.279 -2.374 -2.027
C -7.766 -3.360 -2.879
C -6.897 -4.153 -3.633
C -5.518 -3.999 -3.540
C -5.037 -3.026 -2.673
H -3.651 -5.312 0.848
H -4.478 -5.278 -0.720
H -3.943 -3.773 0.070
H -1.910 -5.924 -0.664
H -1.644 -4.205 -0.353
H -3.132 -5.273 -2.805
H -1.401 -5.003 -2.773
H -2.340 -3.085 -3.809
H -1.724 -2.633 -2.207
H -4.668 -0.003 0.252
H -6.235 -0.771 0.415
H -6.495 1.569 -0.157
H -7.117 0.618 -1.497
H -4.265 1.688 -1.497
H -5.613 2.692 -2.000
H -4.753 0.087 -3.366
H -4.609 1.724 -4.002
H -6.206 0.999 -3.780
H -7.949 -1.758 -1.439
H -8.835 -3.514 -2.960
H -7.303 -4.903 -4.301
H -4.851 -4.614 -4.129
C 2.780 -3.372 -2.307
N 2.248 -2.353 -1.424
C 2.178 -1.013 -1.983
C 1.656 -2.629 -0.229
C 1.627 -4.060 0.250
O 1.112 -1.767 0.440
H 3.647 -2.962 -2.832
H 2.046 -3.687 -3.058
H 3.108 -4.246 -1.753
H 1.587 -1.018 -2.905
H 3.183 -0.653 -2.216
H 1.710 -0.341 -1.273
H 1.175 -4.722 -0.492
H 1.032 -4.078 1.158
H 2.636 -4.423 0.467

=====

Record 2
8 unconnected molecules or ions with the total composition C36H83IO10, computed with ωB97M-V/def2-TZVPD.

- lowest unoccupied orbital energy (eV) = 0.13
- SMILES string = CCCOC[C@@H]1C(=O)OC[C@H]1I.CCOCC.CCOCC.CCOCC.CCOCC.CCOCC.CCOCC.CCOCC
- HOMO (eV) = -9.45
- net charge = 0
- gap between HOMO and LUMO (eV) = 9.57

Element x y z (Å)
C 4.355 2.744 3.024
C 3.778 1.944 1.675
C 3.636 0.360 2.142
O 2.663 0.259 3.237
C 1.417 -0.407 2.836
C 0.080 0.542 2.870
C -0.664 0.978 1.476
O -1.666 0.330 0.854
O -0.003 2.274 1.115
C 0.047 3.049 2.386
C 0.108 1.978 3.662
I -1.847 1.980 4.721
H 3.426 2.990 3.724
H 4.949 3.699 2.691
H 5.016 1.974 3.651
H 2.687 2.329 1.407
H 4.514 2.087 0.768
H 3.477 -0.386 1.256
H 4.696 0.081 2.615
H 1.442 -0.941 1.796
H 1.230 -1.269 3.640
H -0.695 -0.144 3.464
H 1.056 3.676 2.274
H -0.945 3.703 2.277
H 0.956 2.198 4.445
C 9.320 0.968 1.315
C 8.083 0.296 0.743
O 7.259 1.176 -0.018
C 7.862 1.780 -1.160
C 8.353 0.774 -2.188
H 9.036 1.819 1.947
H 9.896 0.259 1.918
H 9.977 1.350 0.531
H 7.469 -0.071 1.571
H 8.351 -0.581 0.147
H 8.667 2.454 -0.849
H 7.095 2.412 -1.624
H 9.128 0.120 -1.782
H 8.771 1.291 -3.057
H 7.528 0.136 -2.523
C 2.543 0.723 -2.231
C 2.793 -0.694 -1.740
O 1.731 -1.215 -0.945
C 0.455 -1.307 -1.573
C 0.450 -2.199 -2.804
H 2.373 1.398 -1.384
H 3.403 1.085 -2.805
H 1.663 0.781 -2.876
H 3.687 -0.692 -1.107
H 3.008 -1.369 -2.574
H 0.077 -0.306 -1.809
H -0.232 -1.728 -0.830
H 1.114 -1.822 -3.585
H -0.559 -2.263 -3.223
H 0.787 -3.208 -2.546
C -4.723 -2.630 -4.043
C -3.859 -1.729 -4.910
O -2.692 -2.375 -5.413
C -2.905 -3.518 -6.238
C -3.714 -3.218 -7.489
H -4.143 -3.018 -3.196
H -5.584 -2.075 -3.655
H -5.103 -3.489 -4.599
H -3.513 -0.885 -4.304
H -4.438 -1.300 -5.733
H -3.364 -4.324 -5.655
H -1.915 -3.880 -6.537
H -4.718 -2.859 -7.252
H -3.815 -4.119 -8.102
H -3.222 -2.443 -8.086
C -4.259 6.770 2.078
C -3.395 7.670 1.210
O -2.228 7.024 0.707
C -2.442 5.881 -0.118
C -3.250 6.181 -1.369
H -3.679 6.381 2.924
H -5.120 7.324 2.465
H -4.639 5.910 1.522
H -3.050 8.514 1.816
H -3.975 8.099 0.387
H -2.900 5.075 0.466
H -1.451 5.519 -0.416
H -4.255 6.540 -1.131
H -3.352 5.280 -1.981
H -2.758 6.956 -1.965
C -9.417 -4.959 -3.492
C -8.498 -3.749 -3.535
O -7.830 -3.586 -4.784
C -8.661 -3.407 -5.929
C -9.556 -2.182 -5.841
H -8.855 -5.875 -3.713
H -9.875 -5.056 -2.503
H -10.221 -4.886 -4.227
H -7.718 -3.874 -2.776
H -9.038 -2.834 -3.273
H -9.248 -4.313 -6.114
H -7.991 -3.294 -6.789
H -10.253 -2.244 -5.002
H -10.142 -2.073 -6.758
H -8.953 -1.278 -5.700
C -1.231 -6.505 0.762
C -2.013 -5.898 -0.391
O -3.348 -5.537 -0.044
C -3.494 -4.572 0.995
C -2.835 -3.240 0.680
H -1.747 -7.393 1.149
H -0.228 -6.796 0.432
H -1.119 -5.805 1.592
H -2.087 -6.639 -1.193
H -1.487 -5.038 -0.815
H -3.127 -4.980 1.943
H -4.570 -4.410 1.126
H -1.755 -3.338 0.547
H -3.009 -2.527 1.492
H -3.242 -2.821 -0.246
C 7.436 1.911 8.294
C 6.838 3.003 7.422
O 5.990 2.505 6.390
C 4.850 1.759 6.810
C 3.904 2.550 7.697
H 8.007 1.201 7.681
H 8.104 2.345 9.045
H 6.667 1.342 8.820
H 7.652 3.542 6.927
H 6.303 3.742 8.027
H 5.165 0.831 7.297
H 4.315 1.463 5.900
H 4.383 2.867 8.626
H 3.031 1.944 7.958
H 3.561 3.454 7.181

=====

Record 3
A molecular structure, C39H44BBrN8Ru, computed with ωB97M-V/def2-TZVPD.

- lowest unoccupied orbital energy (spin up / spin down) (eV) = 2.36 / 2.37
- relative energy (zero: lowest compared OMol25 entry of this formula, charge and spin) (kJ/mol) = 0.00
- HOMO (spin up / spin down) (eV) = -2.62 / -2.73
- multiplicity = 2
- expectation value of S² = 0.76
- net charge = -1
- gap between HOMO and LUMO (spin up / spin down) (eV) = 4.99 / 5.10

Element x y z (Å)
Ru -0.176 0.790 -0.120
C 3.689 2.891 -2.368
C 2.172 2.767 -2.260
C 1.481 3.399 -3.472
C 1.648 3.383 -1.000
C 1.872 4.685 -0.515
C 1.022 4.805 0.560
N 0.360 3.646 0.709
N 0.750 2.759 -0.239
B -0.865 3.358 1.604
N -0.557 2.289 2.660
C -0.789 2.322 3.985
C -0.541 1.066 4.494
C -0.161 0.300 3.373
N -0.172 1.059 2.282
C 0.147 -1.166 3.287
C 1.506 -1.520 3.896
C -0.961 -1.990 3.941
N -2.030 2.942 0.675
C -3.201 3.586 0.535
C -3.871 3.036 -0.530
C -3.012 2.035 -1.024
N -1.912 1.977 -0.274
C -3.290 1.208 -2.252
C -4.267 0.068 -1.950
C -2.039 0.707 -2.969
H 4.058 2.378 -3.260
H 4.184 2.461 -1.497
H 3.986 3.941 -2.440
H 1.885 1.717 -2.230
H 1.699 4.469 -3.527
H 0.399 3.276 -3.399
H 1.822 2.932 -4.399
H 2.538 5.432 -0.911
H 0.824 5.634 1.220
H -1.181 4.374 2.176
H -1.123 3.230 4.462
H -0.633 0.746 5.518
H 0.163 -1.397 2.219
H 1.569 -1.179 4.933
H 2.328 -1.070 3.339
H 1.651 -2.604 3.890
H -1.009 -1.802 5.018
H -0.778 -3.057 3.794
H -1.929 -1.748 3.502
H -3.456 4.400 1.192
H -4.832 3.321 -0.925
H -3.801 1.896 -2.937
H -3.814 -0.664 -1.287
H -4.558 -0.436 -2.876
H -5.170 0.447 -1.466
H -1.441 0.066 -2.316
H -1.404 1.541 -3.273
H -2.329 0.144 -3.862
C -2.652 -4.591 -1.772
C -1.438 -3.954 -2.077
C -1.048 -2.805 -1.437
C -1.842 -2.154 -0.438
C -1.515 -0.867 0.175
C -2.465 -0.498 1.139
C -3.611 -1.214 1.509
C -3.918 -2.391 0.891
C -3.047 -2.873 -0.106
C -3.422 -4.062 -0.785
H -2.947 -5.493 -2.294
H -0.764 -4.391 -2.806
H 0.351 -2.256 -2.806
H -2.340 0.450 1.645
H -4.264 -0.807 2.275
H -4.814 -2.951 1.130
H -4.354 -4.535 -0.496
N 0.262 -2.326 -1.802
C 1.336 -3.013 -1.228
C 2.404 -3.467 -2.000
C 3.518 -4.036 -1.399
C 3.576 -4.182 -0.022
C 2.495 -3.760 0.748
C 1.385 -3.183 0.159
H 2.366 -3.351 -3.079
H 4.345 -4.367 -2.016
H 4.447 -4.620 0.448
H 2.527 -3.863 1.826
H 0.559 -2.819 0.757
Br 6.481 -0.346 0.047
C 4.595 -0.160 0.029
C 3.867 -0.532 -1.083
C 2.493 -0.380 -1.046
N 1.805 0.095 0.007
C 2.552 0.476 1.063
C 3.930 0.368 1.120
H 4.343 -0.937 -1.964
H 1.888 -0.635 -1.900
H 2.004 0.885 1.897
H 4.459 0.691 2.006

=====

Record 4
12 unconnected molecules or ions with the total composition C21H47B2Cl22FI2N3O8P, computed with ωB97M-V/def2-TZVPD.

- lowest unoccupied orbital energy (eV) = 0.08
- SMILES string = CCN[C@@](C[C@@H](C)I)(O[C@@H](I)P(O)O)[C@@H](O[C@@](F)(COO)B(N)O)B(N)O.ClCCl.ClCCl.ClCCl.ClCCl.ClCCl.ClCCl.ClCCl.ClCCl.ClCCl.ClCCl.ClCCl
- HOMO (eV) = -8.61
- net charge = 0
- gap between HOMO and LUMO (eV) = 8.69

Element x y z (Å)
C 0.379 -0.447 3.239
C 1.760 -0.229 2.613
N 1.852 0.847 1.616
C 1.145 0.655 0.320
C 2.050 1.233 -0.775
C 1.582 1.532 -2.221
C 2.774 1.431 -3.202
I -0.076 0.371 -2.950
O 0.863 -0.744 0.179
C 1.568 -1.544 -0.688
I 3.637 -2.030 -0.086
P 0.566 -3.100 -0.881
O 1.611 -3.839 -1.910
O 0.959 -3.875 0.507
C -0.169 1.481 0.476
O -1.213 0.630 0.951
C -2.517 0.889 0.545
F -2.585 1.195 -0.818
C -3.242 -0.442 0.733
O -4.461 -0.351 0.008
O -4.712 -1.615 -0.609
B -3.206 2.135 1.305
N -4.370 2.027 2.195
O -2.708 3.377 1.026
B 0.227 2.650 1.510
N 1.067 3.742 1.065
O -0.335 2.683 2.784
H -0.228 0.456 3.241
H -0.161 -1.240 2.712
H 0.528 -0.790 4.266
H 2.133 -1.187 2.241
H 2.453 0.063 3.412
H 2.836 1.005 1.429
H 2.388 2.189 -0.356
H 2.955 0.621 -0.835
H 1.227 2.561 -2.278
H 3.619 0.907 -2.750
H 2.508 0.880 -4.106
H 3.076 2.431 -3.522
H 1.704 -1.112 -1.682
H 1.113 -4.334 -2.573
H 0.244 -3.862 1.154
H -0.482 1.952 -0.460
H -2.612 -1.229 0.312
H -3.433 -0.640 1.794
H -5.581 -1.830 -0.245
H -4.195 1.509 3.049
H -5.168 1.590 1.740
H -3.015 4.007 1.689
H 0.905 4.044 0.112
H 1.015 4.560 1.662
H -0.681 3.549 3.005
C 1.274 -1.847 -6.583
Cl 2.224 -1.973 -5.099
Cl 2.208 -2.280 -8.021
H 0.432 -2.524 -6.507
H 0.941 -0.821 -6.685
C -1.522 3.901 -5.367
Cl -0.644 3.993 -3.837
Cl -0.464 3.451 -6.711
H -2.292 3.144 -5.266
H -1.949 4.874 -5.576
C 1.755 -2.027 7.532
Cl 2.496 -1.325 6.092
Cl -0.008 -2.116 7.400
H 2.140 -3.031 7.658
H 2.005 -1.405 8.383
C 2.037 6.685 -3.008
Cl 2.962 5.313 -2.377
Cl 1.724 6.533 -4.734
H 1.086 6.725 -2.490
H 2.614 7.586 -2.837
C -4.616 -2.300 -3.578
Cl -4.546 -1.679 -5.237
Cl -6.241 -2.844 -3.139
H -3.938 -3.141 -3.503
H -4.330 -1.508 -2.897
C -3.116 -5.197 2.901
Cl -1.663 -4.239 2.570
Cl -4.225 -4.363 3.989
H -3.622 -5.376 1.960
H -2.808 -6.126 3.365
C -6.373 4.089 0.381
Cl -6.971 5.720 0.717
Cl -7.604 2.853 0.691
H -6.091 4.036 -0.664
H -5.532 3.898 1.036
C 3.079 -6.192 -3.316
Cl 1.984 -5.844 -4.672
Cl 4.363 -7.312 -3.779
H 3.525 -5.259 -2.993
H 2.502 -6.642 -2.518
C -6.242 1.306 -3.925
Cl -5.571 2.700 -4.792
Cl -6.362 1.597 -2.186
H -7.238 1.121 -4.307
H -5.578 0.469 -4.104
C 6.275 -3.145 6.965
Cl 6.119 -1.391 7.130
Cl 4.782 -3.997 7.381
H 6.522 -3.368 5.934
H 7.057 -3.482 7.634
C 8.341 -0.301 4.317
Cl 8.956 -1.939 4.590
Cl 8.098 0.045 2.602
H 7.388 -0.212 4.826
H 9.064 0.401 4.712